Here is a structure of composition C3H9N3O in a non-equilibrium geometry from OMol25. Energies are from the ωB97M-V functional and the def2-TZVPD basis.

## Properties
- maximum force (eV/Å) = 1.7
- energy (Eh) = -359.14449
- orbital gap (eV) = 9.495
- highest occupied orbital energy (eV) = -8.6
- molecular weight (g mol⁻¹) = 103.12
- lowest unoccupied orbital energy (eV) = 0.87

Cartesian coordinates (Å):
C (-1.21, 1.00, -1.40)
C (0.00, 0.43, -0.71)
N (-0.05, 0.45, 1.17)
N (1.23, 0.68, -0.98)
H (0.84, 0.87, 1.44)
H (-0.93, 0.83, 1.50)
H (1.34, 1.22, -1.83)
H (-1.09, 2.07, -1.56)
H (-1.30, 0.52, -2.37)
H (-2.12, 0.79, -0.85)
N (1.28, -1.52, 1.33)
C (-0.03, -1.03, 1.01)
O (-0.41, -1.09, -0.33)
H (1.29, -2.53, 1.29)
H (1.94, -1.18, 0.63)
H (-0.77, -1.51, 1.66)

Mulliken atomic charge list, values in e, 8 entries: -1.271 1.019 -0.505 -0.828 0.315 0.300 0.231 0.373